[1]
2 unconnected molecules or ions with the total composition C9H14O. Source: the Open Molecules 2025 dataset; level of theory: ωB97M-V/def2-TZVPD.

Cartesian coordinates (Å):
C (-2.04, 0.76, -0.38)
C (-0.69, 1.22, 0.12)
C (-0.27, 1.03, 1.41)
C (0.93, 1.63, 1.84)
C (1.80, 2.17, 0.92)
C (1.31, 2.49, -0.35)
C (0.09, 1.98, -0.77)
H (-2.38, -0.16, 0.10)
H (-1.98, 0.59, -1.45)
H (-2.76, 1.53, -0.12)
H (-0.90, 0.49, 2.11)
H (1.15, 1.68, 2.89)
H (2.72, 2.57, 1.33)
H (1.87, 3.08, -1.07)
H (-0.31, 2.17, -1.76)
C (0.69, -1.87, -1.02)
C (-0.30, -2.88, -0.46)
O (0.43, -3.88, 0.22)
H (1.46, -2.23, -1.69)
H (1.11, -1.35, -0.15)
H (0.09, -1.08, -1.48)
H (-0.99, -2.32, 0.18)
H (-0.88, -3.29, -1.29)
H (-0.15, -4.31, 0.87)

Values from the calculation:
Energy relative to the best compared isomer or geometry (same formula, charge and spin) ... 64.26 kJ/mol
LUMO level ... 0.8802 eV
E_HOMO ... -9.085 eV
SMILES ... Cc1ccccc1.CCO

Here are the natural (NBO) charges for atoms 1 to 6, given in e:
1 C -0.64
2 C 0.00
3 C -0.24
4 C -0.18
5 C -0.23
6 C -0.19

[2]
2 unconnected molecules or ions with the total composition C9H14O. Source: the Open Molecules 2025 dataset; level of theory: ωB97M-V/def2-TZVPD.

Cartesian coordinates (Å):
C (-0.35, 0.50, -2.86)
C (0.42, 0.49, -1.57)
C (1.23, -0.59, -1.27)
C (1.95, -0.60, -0.08)
C (1.84, 0.44, 0.83)
O (2.58, 0.52, 1.97)
C (0.94, 1.47, 0.57)
C (0.24, 1.50, -0.63)
H (-0.35, -0.47, -3.35)
H (0.04, 1.19, -3.62)
H (-1.40, 0.78, -2.72)
H (1.47, -1.36, -2.00)
H (2.62, -1.42, 0.19)
H (3.22, -0.20, 2.00)
H (0.87, 2.26, 1.31)
H (-0.52, 2.23, -0.83)
C (-3.50, -2.16, 0.96)
C (-3.65, -0.79, 1.65)
H (-4.19, -2.24, 0.10)
H (-2.57, -2.26, 0.40)
H (-3.63, -2.99, 1.64)
H (-4.44, -0.20, 1.19)
H (-2.73, -0.21, 1.55)
H (-3.82, -0.94, 2.71)

Values from the calculation:
Energy relative to the best compared isomer or geometry (same formula, charge and spin) ... 36.00 kJ/mol
LUMO level ... 0.8266 eV
E_HOMO ... -8.390 eV
SMILES ... Cc1ccc(O)cc1.CC

Here are the natural (NBO) charges for atoms 1 to 6, given in e:
1 C -0.63
2 C -0.05
3 C -0.19
4 C -0.29
5 C 0.30
6 O -0.67

[3]
2 unconnected molecules or ions with the total composition C9H14O. Source: the Open Molecules 2025 dataset; level of theory: ωB97M-V/def2-TZVPD.

Cartesian coordinates (Å):
C (-0.36, -3.21, -0.97)
C (0.40, -1.97, -0.60)
C (-0.19, -0.72, -0.68)
C (0.47, 0.42, -0.21)
C (1.65, 0.30, 0.47)
O (2.31, 1.33, 1.10)
C (2.30, -0.95, 0.51)
C (1.67, -2.06, -0.01)
H (-0.84, -3.76, -0.16)
H (0.29, -3.94, -1.45)
H (-1.14, -2.99, -1.69)
H (-1.19, -0.61, -1.07)
H (0.02, 1.38, -0.43)
H (1.69, 2.02, 1.36)
H (3.36, -0.92, 0.73)
H (2.03, -3.05, 0.19)
C (-2.85, 2.46, -0.43)
C (-3.59, 3.12, 0.73)
H (-2.67, 3.17, -1.24)
H (-1.85, 2.12, -0.15)
H (-3.30, 1.56, -0.84)
H (-3.21, 2.75, 1.68)
H (-3.44, 4.20, 0.71)
H (-4.66, 2.97, 0.65)

Values from the calculation:
Energy relative to the best compared isomer or geometry (same formula, charge and spin) ... 51.53 kJ/mol
LUMO level ... 0.7619 eV
E_HOMO ... -8.446 eV
SMILES ... Cc1ccc(O)cc1.CC

Here are the natural (NBO) charges for atoms 1 to 6, given in e:
1 C -0.63
2 C -0.04
3 C -0.19
4 C -0.29
5 C 0.30
6 O -0.68

[4]
2 unconnected molecules or ions with the total composition C9H14O. Source: the Open Molecules 2025 dataset; level of theory: ωB97M-V/def2-TZVPD.

Cartesian coordinates (Å):
C (0.83, 1.64, 2.52)
C (0.81, 0.49, 1.55)
C (1.24, -0.77, 1.96)
C (1.23, -1.89, 1.15)
C (0.69, -1.77, -0.14)
O (0.47, -2.89, -0.92)
C (0.39, -0.52, -0.62)
C (0.45, 0.58, 0.23)
H (0.22, 2.47, 2.18)
H (1.85, 2.00, 2.63)
H (0.45, 1.32, 3.50)
H (1.63, -0.89, 2.96)
H (1.61, -2.87, 1.41)
H (0.28, -3.64, -0.34)
H (0.10, -0.35, -1.66)
H (0.21, 1.53, -0.24)
C (-2.11, 2.54, -2.83)
C (-2.69, 1.45, -1.92)
H (-2.47, 2.41, -3.85)
H (-2.32, 3.54, -2.46)
H (-1.01, 2.46, -2.80)
H (-3.78, 1.43, -1.97)
H (-2.32, 1.59, -0.91)
H (-2.31, 0.50, -2.31)

Values from the calculation:
Energy relative to the best compared isomer or geometry (same formula, charge and spin) ... 28.84 kJ/mol
LUMO level ... 0.8973 eV
E_HOMO ... -8.503 eV
SMILES ... Cc1ccc(O)cc1.CC

Here are the natural (NBO) charges for atoms 1 to 6, given in e:
1 C -0.63
2 C -0.04
3 C -0.19
4 C -0.28
5 C 0.29
6 O -0.68

[5]
2 unconnected molecules or ions with the total composition C9H14O. Source: the Open Molecules 2025 dataset; level of theory: ωB97M-V/def2-TZVPD.

Cartesian coordinates (Å):
C (-1.34, -0.28, -1.70)
C (-0.27, 0.53, -1.00)
C (-0.61, 1.41, 0.03)
C (0.37, 1.99, 0.82)
C (1.70, 1.62, 0.63)
O (2.66, 2.29, 1.40)
C (2.03, 0.66, -0.28)
C (1.06, 0.18, -1.16)
H (-2.12, 0.35, -2.12)
H (-1.79, -1.07, -1.11)
H (-0.81, -0.79, -2.50)
H (-1.61, 1.81, 0.12)
H (0.07, 2.60, 1.66)
H (2.44, 3.22, 1.26)
H (3.06, 0.36, -0.41)
H (1.28, -0.69, -1.75)
C (-1.61, -3.15, 0.87)
C (-2.86, -3.72, 0.18)
H (-1.06, -3.90, 1.39)
H (-1.03, -2.54, 0.18)
H (-1.88, -2.37, 1.55)
H (-3.77, -3.28, 0.59)
H (-2.96, -4.80, 0.24)
H (-2.81, -3.61, -0.90)

Values from the calculation:
Energy relative to the best compared isomer or geometry (same formula, charge and spin) ... 76.72 kJ/mol
LUMO level ... 0.8950 eV
E_HOMO ... -8.725 eV
SMILES ... Cc1ccc(O)cc1.CC

Here are the natural (NBO) charges for atoms 1 to 6, given in e:
1 C -0.63
2 C -0.02
3 C -0.20
4 C -0.26
5 C 0.27
6 O -0.69

[6]
2 unconnected molecules or ions with the total composition C9H14O. Source: the Open Molecules 2025 dataset; level of theory: ωB97M-V/def2-TZVPD.

Cartesian coordinates (Å):
C (1.65, 0.93, -1.50)
C (1.30, -0.32, -0.72)
C (2.28, -0.91, 0.01)
C (2.08, -2.19, 0.56)
C (0.73, -2.57, 0.57)
O (0.44, -3.85, 0.98)
C (-0.32, -1.96, -0.10)
C (-0.05, -0.82, -0.82)
H (0.71, 1.65, -1.40)
H (1.58, 0.96, -2.70)
H (2.65, 1.44, -1.35)
H (3.31, -0.33, 0.16)
H (2.84, -2.84, 0.96)
H (0.42, -3.93, 1.98)
H (-1.32, -2.45, 0.01)
H (-0.80, -0.40, -1.58)
C (-1.41, 2.37, 0.53)
C (-2.99, 2.16, 0.67)
H (-0.94, 1.66, 1.17)
H (-1.14, 2.05, -0.52)
H (-1.04, 3.40, 0.88)
H (-3.37, 1.42, -0.01)
H (-3.22, 1.38, 1.54)
H (-3.38, 3.17, 0.69)

Values from the calculation:
Energy relative to the best compared isomer or geometry (same formula, charge and spin) ... 247.02 kJ/mol
LUMO level ... 0.8335 eV
E_HOMO ... -8.510 eV
SMILES ... Cc1ccc(O)cc1.CC

Here are the natural (NBO) charges for atoms 1 to 6, given in e:
1 C -0.64
2 C -0.08
3 C -0.19
4 C -0.25
5 C 0.25
6 O -0.71